5
Properties=species:S:1:pos:R:3:forces:R:3:mulliken_charge:R:1 method="wB97M-V/def2-TZVPD" charge=-3 gap_ev=5.94 spin_multiplicity=1 total_energy_ev=-45875.5451
Cl 0.894846 1.536885 2.166909 0.011 0.064 -0.006 -0.949
Cl 0.215690 1.455959 -2.576563 0.016 0.025 -0.048 -0.965
I -2.796218 -0.842406 0.483506 -0.330 -0.091 0.030 -0.927
Cl 1.565774 -2.115465 -0.034131 0.000 -0.010 -0.065 -0.928
Li 0.119909 -0.034973 -0.039721 0.304 0.012 0.089 0.769

=====

10
Properties=species:S:1:pos:R:3:forces:R:3:mulliken_charge:R:1 method="wB97M-V/def2-TZVPD" charge=0 gap_ev=7.72 spin_multiplicity=1 total_energy_ev=-79896.2196 de_lowest_kcal_mol=55.56
H -3.148128 -0.240780 0.572489 -0.927 -0.635 2.404 0.209
Si 2.118868 -0.409515 0.121754 -1.612 -0.901 -0.893 0.593
Cl -0.508472 1.640127 1.590119 -0.102 -0.719 -0.561 -0.234
H -2.909330 -0.401760 -0.947527 0.254 -0.272 -1.128 0.225
Cl 3.569204 0.984413 -0.270417 -0.698 -0.202 0.052 -0.180
Cl 2.277394 -1.060651 2.018756 0.138 0.028 0.527 -0.175
Cl -0.688277 1.292624 -1.863556 0.596 -0.432 0.591 -0.267
Cl 2.489268 -2.087242 -1.090252 -0.196 0.908 0.401 -0.231
N -2.539762 0.022183 -0.128728 4.173 0.559 -0.479 -0.450
Si -0.660767 0.260603 -0.002639 -1.626 1.666 -0.913 0.511

=====

6
Properties=species:S:1:pos:R:3:forces:R:3:mulliken_charge:R:1 method="wB97M-V/def2-TZVPD" charge=-2 gap_ev=7.98 spin_multiplicity=1 total_energy_ev=-67793.7983 de_lowest_kcal_mol=0.00
Cl -2.291833 0.311833 -0.873000 -0.636 0.330 -0.212 -0.571
Cl 2.394167 -0.471167 -0.298000 -0.156 0.073 -0.129 -0.619
Cl -0.451833 -2.437167 -0.600000 0.107 0.056 0.066 -0.649
Cl 0.493167 2.460833 -0.541000 -0.116 -0.147 -0.045 -0.640
Cl -0.076833 0.099833 2.360000 -0.192 0.000 0.308 -0.575
In -0.066833 0.035833 -0.048000 0.993 -0.312 0.012 1.054

=====

Which of these has the lowest charge? Cl3ILi